1.
Density functional theory data (wB97M-V/def2-TZVPD) for C5H12FFeO2 as an isolated structure.

Geometry as XYZ:
```
21
Properties=species:S:1:pos:R:3:forces:R:3:lowdin_charge:R:1
F -1.79596 0.87391 2.39840 -0.3 -0.4 0.5 -0.1315
C 0.98517 -0.69682 0.53853 1.5 3.6 -0.5 -0.2100
O -0.11234 0.23109 0.48819 -2.6 2.0 3.9 -0.4050
C 0.06838 1.51578 1.11774 0.0 -0.6 0.0 -0.1471
C -1.28241 1.94231 1.61589 0.3 1.0 -0.6 -0.0890
H -0.22087 -1.99000 0.59808 -2.9 -0.5 1.3 0.0712
H 1.91362 -0.21900 0.88537 0.2 0.9 -0.6 0.1107
H 0.85357 -1.24476 1.47814 0.6 -1.2 -1.1 0.0452
H 0.44437 2.21543 0.36056 0.0 0.1 0.2 0.1460
H 0.78634 1.44820 1.94471 -0.1 0.0 -0.1 0.1444
H -1.99882 2.11173 0.80437 0.1 -0.1 0.3 0.1453
H -1.19994 2.81985 2.26533 -0.2 -0.2 -0.1 0.1459
C -0.18365 -1.69839 -2.46937 0.3 -0.7 -0.2 -0.0716
O -0.13651 -0.39345 -1.91812 0.3 0.8 1.2 -0.1573
C 0.95621 -0.07268 -1.15297 2.7 -4.4 -3.4 -0.1351
H 0.00327 -1.60568 -3.54507 -0.1 -0.2 0.2 0.1023
H 0.58436 -2.35259 -2.02862 -0.2 0.2 -0.1 0.0958
H -1.16574 -2.16035 -2.29016 0.3 0.4 -0.1 0.0958
H 1.20968 0.98444 -1.29745 -0.6 0.0 1.5 0.1422
H 1.85911 -0.59030 -1.51826 -0.3 0.0 -0.4 0.1156
Fe -1.56784 -1.11873 1.72470 1.1 -0.7 -1.9 0.9861
```
Positions in Å, forces in eV/Å.

Values from the calculation:
strongest force on any atom = 6.13 eV Å⁻¹
energy relative to the best compared isomer or geometry (same formula, charge and spin) = 2.952 eV
charge = +1
spin multiplicity = 5
molar mass = 179.0 g/mol

***

2.
Density functional theory data (wB97M-V/def2-TZVPD) for a 2-piece molecular cluster, C5H12IN2 overall.

Geometry as XYZ:
```
20
Properties=species:S:1:pos:R:3:forces:R:3:lowdin_charge:R:1
C -0.67360 -0.45487 0.71648 0.0 -0.2 -0.1 -0.3904
C -0.43179 1.01734 0.72171 0.0 0.1 -0.3 -0.6913
C 0.40193 -1.45599 1.04622 -0.3 0.2 0.1 -0.0485
C -2.50311 0.59601 2.14348 -0.6 0.2 0.0 -0.0823
C 2.03743 -0.39054 -3.22107 0.4 0.7 0.9 0.1914
N -1.14328 0.41016 1.76031 0.8 -0.2 0.3 -0.1551
N 2.34789 0.48784 -2.33099 -0.3 -0.7 -1.0 0.2155
I -1.34020 2.19565 -0.85539 0.2 -0.2 0.2 0.7378
H -1.42280 -0.81431 0.00966 0.0 0.2 -0.1 0.1291
H 0.53205 1.43297 0.98267 0.0 0.2 -0.1 0.0704
H -0.03876 -2.29813 1.57174 0.0 -0.2 0.1 0.0827
H 1.15789 -1.01184 1.68741 0.1 0.0 0.1 0.0809
H 0.86741 -1.82849 0.13659 0.1 -0.1 -0.1 0.0594
H -3.16751 0.76825 1.28651 0.0 0.0 0.0 0.0656
H -2.83304 -0.29837 2.67103 0.0 0.1 0.0 0.0949
H -2.56578 1.45030 2.81848 -0.1 -0.1 0.0 0.0936
H 2.63659 -1.28527 -3.33113 0.1 0.0 0.1 0.1281
H 1.17888 -0.24235 -3.86039 -0.1 0.2 0.0 0.1285
H 3.15775 0.37871 -1.72544 -0.1 -0.1 0.0 0.1630
H 1.80205 1.34294 -2.22787 -0.2 0.0 0.1 0.1267
```
Positions in Å, forces in eV/Å.

Values from the calculation:
strongest force on any atom = 1.31 eV Å⁻¹
energy relative to the best compared isomer or geometry (same formula, charge and spin) = 2.625 eV
charge = +1
spin multiplicity = 1
molar mass = 227.1 g/mol

***

3.
Density functional theory data (wB97M-V/def2-TZVPD) for a single C5H12N molecule.

Geometry as XYZ:
```
18
Properties=species:S:1:pos:R:3:forces:R:3:lowdin_charge:R:1
C 1.42120 0.94240 -0.13337 1.1 2.0 0.7 -0.2451
C 0.02824 1.22662 -0.76585 0.7 0.7 2.5 -0.1986
C -1.17881 0.39241 -0.24132 -1.5 -0.5 -3.7 -0.2779
C -0.97291 -2.11963 0.14941 2.6 0.7 -2.4 -0.0293
C -1.00264 -1.03094 -0.68916 -0.8 -1.0 0.7 -0.2130
N 1.25862 0.29696 1.26818 -0.3 1.5 -1.4 0.0531
H 2.05312 1.97432 -0.12495 -1.6 -2.4 0.6 0.1341
H 2.08858 0.29811 -0.64801 0.2 -0.9 -0.7 0.0630
H -0.15168 2.18398 -0.17124 -0.2 -0.3 -2.2 0.1139
H 0.20445 1.15676 -1.85998 -0.8 0.8 0.7 0.1219
H -2.10021 0.69694 -0.79511 0.7 0.6 0.0 0.1213
H -1.46036 0.63663 0.73491 0.2 -0.2 1.9 0.0653
H -1.49469 -2.11689 1.05266 -0.1 0.4 1.8 0.0185
H -0.12170 -2.86104 0.03104 -2.0 -0.1 -0.5 0.0715
H -1.02188 -1.07775 -1.81451 1.4 -0.3 1.2 0.1202
H 0.44674 -0.31786 1.13260 0.6 -1.4 0.4 0.0331
H 2.13685 -0.06624 1.73215 -0.2 -0.5 -0.2 0.0324
H 0.83996 0.94925 1.93498 0.1 1.0 0.7 0.0156
```
Positions in Å, forces in eV/Å.

Values from the calculation:
strongest force on any atom = 4.04 eV Å⁻¹
energy relative to the best compared isomer or geometry (same formula, charge and spin) = 4.254 eV
spin multiplicity = 2
molar mass = 86.2 g/mol

***

4.
Density functional theory data (wB97M-V/def2-TZVPD) for an isolated ion of composition C5H12N and charge +1.

Geometry as XYZ:
```
18
Properties=species:S:1:pos:R:3:forces:R:3:lowdin_charge:R:1
C -2.48523 -1.41235 -0.31629 0.1 0.4 0.3 0.0399
C -1.17701 -1.20839 -0.12969 -1.6 -0.5 0.5 -0.1735
C -0.65093 0.15152 0.19072 0.9 0.8 0.5 -0.1894
C 0.81630 0.28688 -0.21070 -0.2 0.6 -0.8 -0.3159
C 1.76657 -0.20344 0.82508 1.3 -0.2 0.8 -0.0541
N 1.16729 1.82293 -0.45074 -0.2 -0.8 0.8 0.2233
H -2.94581 -2.36148 -0.54922 0.3 -0.2 0.3 0.0677
H -3.20032 -0.61367 -0.11786 0.2 0.1 -0.7 0.0752
H -0.58064 -2.08707 0.12517 0.4 0.3 -0.8 0.1138
H -0.72786 0.30882 1.27429 0.1 0.1 0.0 0.1336
H -1.13806 1.00995 -0.28426 -0.7 -0.6 -0.1 0.1247
H 0.95827 -0.18809 -1.18577 0.2 0.1 0.1 0.1569
H 1.67487 0.28997 1.80181 -0.6 -0.1 -0.2 0.1040
H 2.83874 -0.06688 0.61267 -0.3 -0.2 -0.5 0.0977
H 1.62470 -1.27702 0.97518 -0.1 0.2 0.0 0.1054
H 0.83495 2.32910 -1.27212 -0.1 -0.6 -0.3 0.1712
H 0.77362 2.33085 0.34353 0.3 0.1 0.2 0.1647
H 2.18284 1.86786 -0.41532 0.1 0.4 0.0 0.1549
```
Positions in Å, forces in eV/Å.

Values from the calculation:
structure (SMILES) = C=CC[C@H](C)[NH3+]
strongest force on any atom = 1.75 eV Å⁻¹
energy relative to the best compared isomer or geometry (same formula, charge and spin) = 1.424 eV
charge = +1
spin multiplicity = 1
molar mass = 86.2 g/mol

***

5.
Density functional theory data (wB97M-V/def2-TZVPD) for an isolated ion of composition C5H12N and charge +1.

Geometry as XYZ:
```
18
Properties=species:S:1:pos:R:3:forces:R:3:lowdin_charge:R:1
C 0.75621 1.07720 2.52547 -0.4 0.1 -1.0 0.1903
N 0.35000 0.85576 1.33784 0.3 -0.7 0.3 0.0591
C -0.74644 -0.12001 0.95578 0.8 0.4 1.4 -0.1296
C -0.93612 -0.14886 -0.52537 1.1 0.5 -0.6 -0.1910
C 0.32423 -0.71155 -1.21702 0.0 -1.4 0.7 -0.2616
C 0.21706 -0.83262 -2.74309 0.9 0.8 0.2 -0.0801
H 1.45360 1.89807 2.62618 0.3 -0.3 0.5 0.1297
H 0.35254 0.47040 3.32646 0.0 0.3 0.3 0.1343
H 0.88184 1.30200 0.59504 -0.4 0.3 -0.3 0.1656
H -0.42382 -1.08208 1.35936 0.1 -0.1 -0.2 0.1391
H -1.55887 0.19787 1.60726 -0.5 0.0 -0.5 0.1373
H -1.80817 -0.76728 -0.72294 0.0 0.1 -0.3 0.1351
H -1.04567 0.85683 -0.94156 -0.7 0.0 0.2 0.1281
H 1.26376 -0.20374 -0.97127 -0.3 0.6 0.1 0.0983
H 0.50288 -1.67458 -0.71092 -0.1 -0.2 -0.5 0.1131
H -0.76778 -0.53552 -3.08633 -0.1 -0.4 -0.2 0.0765
H 0.57945 -1.77705 -3.13652 -0.6 -0.3 0.1 0.0795
H 0.93401 -0.13439 -3.18378 -0.3 0.2 -0.1 0.0762
```
Positions in Å, forces in eV/Å.

Values from the calculation:
structure (SMILES) = C=[NH+]CCCC
strongest force on any atom = 1.67 eV Å⁻¹
energy relative to the best compared isomer or geometry (same formula, charge and spin) = 1.488 eV
charge = +1
spin multiplicity = 1
molar mass = 86.2 g/mol

***

6.
Density functional theory data (wB97M-V/def2-TZVPD) for a 2-piece molecular cluster, C5H12N overall.

Geometry as XYZ:
```
18
Properties=species:S:1:pos:R:3:forces:R:3:lowdin_charge:R:1
C -1.99279 -3.17904 0.59563 0.1 2.2 0.7 -0.0913
C 1.10934 -0.28381 0.34921 1.3 -1.5 -0.1 -0.1036
N 0.78221 -1.56692 0.26166 -2.6 5.4 0.5 0.2586
C -0.02982 2.44284 -1.44167 -0.3 1.5 2.5 0.0039
C 0.47348 2.28144 0.06385 1.8 -4.9 -2.8 -0.1373
C 0.14914 0.82223 0.37569 -1.3 -0.4 -1.0 0.1800
H -1.88044 -4.10626 1.22613 0.0 1.0 -1.0 0.0315
H -2.99185 -2.67226 0.83768 1.2 -1.0 -0.5 0.0302
H -1.20732 -2.35102 0.87391 -1.5 -2.0 -0.2 -0.0159
H -1.88268 -3.29466 -0.51354 -0.3 -0.4 1.1 0.0192
H 0.59440 3.19694 -1.95017 -0.5 -0.2 0.4 0.1153
H 2.16776 0.03497 0.29894 -0.4 -0.2 -0.2 0.1394
H -1.09131 2.66131 -1.36192 0.0 0.0 -0.7 0.0975
H 0.18457 1.50141 -1.82003 0.0 -1.6 -1.6 0.0489
H 1.53611 2.25864 -0.02886 1.0 0.3 0.3 0.1021
H 0.26375 2.91484 0.80463 -1.7 2.8 2.6 0.0894
H 1.47703 -2.12848 -0.10622 2.5 -1.6 -0.4 0.0704
H -0.90159 0.45107 0.25160 0.6 0.5 0.6 0.1618
```
Positions in Å, forces in eV/Å.

Values from the calculation:
strongest force on any atom = 6.05 eV Å⁻¹
energy relative to the best compared isomer or geometry (same formula, charge and spin) = 5.401 eV
charge = +1
spin multiplicity = 1
molar mass = 86.2 g/mol

***

7.
Density functional theory data (wB97M-V/def2-TZVPD) for a 2-piece molecular cluster, C5H12N overall.

Geometry as XYZ:
```
18
Properties=species:S:1:pos:R:3:forces:R:3:lowdin_charge:R:1
C -0.01899 -0.54733 -2.20186 -0.2 0.0 0.0 0.1751
N -0.54294 -1.56884 -1.65445 0.5 0.1 -0.2 0.2249
H 0.05615 0.36887 -1.63056 0.3 -0.1 0.2 0.0874
H 0.32470 -0.61059 -3.22458 -0.3 0.1 -0.2 0.1321
H -0.71002 -2.40554 -2.20397 0.1 -0.2 0.2 0.1633
H -0.68323 -1.59232 -0.64426 -0.4 0.2 0.0 0.1306
C 1.73979 1.42399 0.28136 -0.1 0.3 0.1 -0.0911
C 0.79440 0.50418 0.99950 0.3 -0.1 -0.3 -0.1765
C -0.52549 0.53001 0.88495 -0.5 0.0 0.1 -0.2287
C -1.46280 -0.36470 1.63529 0.0 -0.3 0.2 -0.1063
H 1.32912 2.43375 0.21237 0.0 -0.1 -0.1 0.0886
H 2.68749 1.49685 0.80614 0.1 0.0 0.0 0.0799
H 1.96420 1.08602 -0.73448 0.1 0.0 0.0 0.0595
H 1.24051 -0.23017 1.66194 0.0 -0.1 0.0 0.1128
H -1.01845 1.29216 0.27550 0.2 0.0 0.0 0.1156
H -0.94745 -1.17314 2.15597 0.1 0.1 0.0 0.0822
H -2.01783 0.18515 2.39191 -0.1 0.1 0.0 0.0854
H -2.20914 -0.82836 0.98923 -0.2 0.1 -0.1 0.0655
```
Positions in Å, forces in eV/Å.

Values from the calculation:
strongest force on any atom = 0.55 eV Å⁻¹
energy relative to the best compared isomer or geometry (same formula, charge and spin) = 1.992 eV
charge = +1
spin multiplicity = 1
molar mass = 86.2 g/mol

***

8.
Density functional theory data (wB97M-V/def2-TZVPD) for an isolated ion of composition C5H12N and charge +1.

Geometry as XYZ:
```
18
Properties=species:S:1:pos:R:3:forces:R:3:lowdin_charge:R:1
C -0.86190 -0.57732 -1.86528 0.2 0.4 1.1 -0.1714
C 0.47419 -0.19399 -1.01672 -1.6 -2.7 -0.6 -0.1210
C 0.52295 0.83581 -0.02089 4.7 0.1 -1.4 0.1099
C 1.22301 0.60441 1.22166 -0.9 -0.6 1.6 -0.1671
C 0.32388 -0.22086 2.21996 -1.3 0.4 0.6 -0.0282
N -2.06315 -0.22730 -1.05349 1.5 -0.3 -0.7 0.0261
H -0.69159 -0.09125 -2.82337 -0.8 0.1 -0.1 0.1092
H -0.85009 -1.65776 -1.96909 0.3 0.0 -0.3 0.1118
H 0.81170 -1.16324 -0.64835 0.0 0.2 0.6 0.1298
H 1.13408 0.00334 -1.87157 0.2 1.0 0.3 0.1652
H 0.71156 1.84772 -0.39595 -1.7 0.4 0.1 0.1647
H 1.57742 1.49065 1.72928 -0.2 0.4 -0.2 0.1251
H -0.73483 0.01524 2.08335 0.0 -0.1 -0.3 0.0805
H 0.41748 -1.29756 2.19553 0.3 -0.1 -0.3 0.0882
H 0.46123 0.12399 3.24446 0.6 0.0 -0.1 0.0942
H 2.08468 -0.06160 1.09450 0.0 0.0 -0.6 0.1619
H -1.72823 0.50841 -0.45682 -1.1 0.6 0.0 0.0361
H -2.81239 0.06131 -1.66721 -0.2 0.3 0.3 0.0853
```
Positions in Å, forces in eV/Å.

Values from the calculation:
strongest force on any atom = 4.93 eV Å⁻¹
energy relative to the best compared isomer or geometry (same formula, charge and spin) = 4.237 eV
charge = +1
spin multiplicity = 1
molar mass = 86.2 g/mol

***

9.
Density functional theory data (wB97M-V/def2-TZVPD) for a 2-piece molecular cluster, C5H12N overall.

Geometry as XYZ:
```
18
Properties=species:S:1:pos:R:3:forces:R:3:lowdin_charge:R:1
C 1.75035 0.94019 -0.23890 4.0 -5.1 -3.0 -0.2569
C 1.13524 1.85090 0.55993 -4.7 5.8 1.8 -0.0146
C 2.70695 -0.05163 0.34384 0.4 0.4 1.3 -0.1175
C -2.14983 0.23068 -0.34278 -2.5 2.3 0.1 -0.0494
C -1.41056 -0.96273 -0.28246 0.2 -2.0 0.6 -0.1069
N -2.04773 -2.10511 -0.27946 1.5 -0.5 0.1 0.2136
H 1.35153 0.73872 -1.22836 0.0 -0.1 0.1 0.0923
H 1.28098 2.09124 1.57027 0.5 -0.3 1.2 0.0487
H 3.80714 0.20062 0.66585 -2.0 0.1 -0.6 0.1275
H 2.76356 -0.88499 -0.29946 0.5 -1.0 -1.0 0.0391
H 2.22811 -0.47496 1.27906 0.4 0.5 -0.3 0.0903
H -1.70830 0.88209 -1.09408 -0.1 0.1 -0.5 0.1084
H -3.27704 0.05732 -0.53122 1.8 0.5 0.4 0.1387
H -1.96256 0.86736 0.56751 -0.3 -0.8 -0.5 0.1366
H 0.48300 2.60996 0.05340 0.8 -0.5 0.5 0.0799
H -1.56716 -3.03028 -0.15814 -0.6 1.3 -0.3 0.1803
H -0.31664 -0.84711 -0.20811 -0.3 -0.8 0.0 0.1367
H -3.06706 -2.11224 -0.37688 0.5 0.0 0.1 0.1533
```
Positions in Å, forces in eV/Å.

Values from the calculation:
strongest force on any atom = 7.67 eV Å⁻¹
energy relative to the best compared isomer or geometry (same formula, charge and spin) = 1.462 eV
charge = +1
spin multiplicity = 3
molar mass = 86.2 g/mol

***

10.
Density functional theory data (wB97M-V/def2-TZVPD) for an isolated ion of composition C5H12N2 and charge -1.

Geometry as XYZ:
```
19
Properties=species:S:1:pos:R:3:forces:R:3:lowdin_charge:R:1
C 0.23706 -0.50726 0.52410 0.2 -0.2 0.5 -0.2861
C 0.57419 -0.43060 -0.98608 0.4 0.4 0.9 -0.3390
C 1.37472 -1.58978 -1.45309 0.2 -1.1 0.1 -0.3360
C 0.93011 -2.90446 -1.52535 0.1 1.3 -0.2 -0.1398
N -0.72565 0.46079 0.98269 -0.3 0.2 0.0 -0.0937
C -0.56979 1.83951 0.70249 0.5 1.1 -0.9 -0.4602
N -1.58953 2.60950 1.39076 -0.5 -0.6 0.0 -0.0188
H -0.10807 -1.50853 0.80799 -0.1 0.2 -0.3 0.1033
H 1.19729 -0.38622 1.05391 0.0 0.0 0.0 0.0736
H 1.23332 0.44814 -1.07277 -0.2 0.2 -0.2 0.0567
H -0.36494 -0.17728 -1.50115 0.0 -0.5 -0.4 0.0834
H 2.44425 -1.38533 -1.58633 -0.3 0.0 -0.4 0.0289
H 1.46737 -3.67186 -2.08763 0.0 0.1 0.4 -0.0154
H -0.05449 -3.11726 -1.13204 -0.2 -0.3 -0.2 -0.0114
H -1.50536 0.25416 1.57587 0.0 -0.4 -0.1 0.0929
H 0.44723 2.22711 0.90365 0.1 -0.4 0.4 0.0822
H -0.65593 2.09473 -0.37494 -0.3 -0.3 0.2 0.0898
H -1.67071 3.55519 1.05280 0.2 0.0 0.2 0.0420
H -1.50276 2.54951 2.39493 0.2 0.3 0.0 0.0476
```
Positions in Å, forces in eV/Å.

Values from the calculation:
strongest force on any atom = 1.50 eV Å⁻¹
energy relative to the best compared isomer or geometry (same formula, charge and spin) = 1.619 eV
charge = -1
spin multiplicity = 2
molar mass = 100.2 g/mol

***

- What is the molar mass in the third record?
  86.2 g/mol